Record 1
{
  "formula": "C25H26F3HfN4O2S2",
  "method": "ωB97M-V with the def2-TZVPD basis set",
  "species": ["Hf", "O", "C", "C", "C", "C", "C", "C", "C", "O", "N", "N", "C", "S", "C", "C", "S", "H", "H", "H", "H", "H", "H", "H", "H", "H", "F", "C", "F", "F", "C", "C", "C", "N", "C", "C", "H", "H", "H", "H", "C", "N", "C", "C", "C", "C", "C", "C", "C", "C", "H", "H", "H", "H", "H", "H", "H", "H", "H", "H", "H", "H", "H"],
  "positions_angstrom": [[0.529, 0.399, -1.407], [-3.585, -0.163, 0.712], [-2.990, -0.666, 1.844], [-3.858, -1.031, 2.876], [-3.347, -1.551, 4.062], [-1.971, -1.704, 4.212], [-1.105, -1.335, 3.174], [-1.588, -0.806, 1.961], [-0.546, -0.425, 0.886], [-1.160, -0.058, -0.147], [0.711, -0.554, 1.246], [1.740, -0.232, 0.334], [2.934, -0.350, 0.806], [3.403, -0.859, 2.424], [5.156, -1.063, 2.051], [5.538, 0.031, 1.078], [4.304, 0.026, -0.239], [-2.793, -0.003, 0.122], [-4.927, -0.906, 2.741], [-4.020, -1.836, 4.864], [-1.561, -2.108, 5.132], [-0.035, -1.464, 3.316], [5.322, -2.057, 1.620], [5.746, -0.994, 2.970], [6.533, -0.145, 0.659], [5.546, 1.013, 1.564], [1.498, -6.571, -2.966], [0.585, -5.778, -3.593], [-0.618, -6.395, -3.434], [0.873, -5.856, -4.921], [0.574, -4.360, -3.089], [1.438, -3.941, -2.072], [1.378, -2.623, -1.653], [0.530, -1.711, -2.172], [-0.297, -2.130, -3.153], [-0.313, -3.427, -3.639], [2.145, -4.625, -1.611], [2.030, -2.253, -0.866], [-0.967, -1.373, -3.549], [-1.003, -3.704, -4.431], [-3.486, 3.581, -0.078], [-2.842, 2.282, -0.225], [-2.623, 1.955, -1.630], [-1.631, 2.132, 0.598], [-0.460, 3.029, 0.271], [-0.328, 4.300, 0.846], [0.765, 5.110, 0.531], [1.738, 4.656, -0.357], [1.620, 3.391, -0.929], [0.528, 2.584, -0.614], [-4.466, 3.575, -0.568], [-2.900, 4.397, -0.515], [-3.669, 3.809, 0.978], [-3.581, 1.912, -2.161], [-2.166, 0.965, -1.735], [-1.990, 2.688, -2.142], [-1.298, 1.086, 0.547], [-1.898, 2.273, 1.654], [-1.079, 4.666, 1.544], [0.857, 6.096, 0.980], [2.589, 5.286, -0.602], [2.374, 3.026, -1.621], [2.121, 0.791, -2.485]],
  "forces_ev_per_a": [[2.15, 3.34, 1.12], [1.75, -0.74, 0.22], [-0.57, 0.34, -1.07], [0.43, -0.25, 0.57], [-0.05, 0.25, -0.56], [0.68, 0.13, -0.47], [-0.68, -0.18, 0.60], [1.54, -0.36, 0.86], [-0.62, -3.82, 6.08], [1.92, -3.51, -6.27], [-0.65, 0.14, -0.33], [-1.48, 0.14, -0.57], [1.78, 0.21, -0.07], [-1.02, 0.07, -0.24], [0.32, -0.12, -0.27], [0.25, 0.14, 0.30], [-0.42, -0.02, -0.13], [-1.95, 0.02, 0.52], [0.18, 0.04, -0.13], [0.06, 0.04, -0.10], [-0.05, 0.06, -0.13], [-0.22, 0.07, -0.11], [-0.09, 0.17, 0.05], [-0.32, 0.07, 0.01], [-0.25, -0.02, -0.16], [-0.09, -0.17, -0.10], [-0.58, 1.07, -0.20], [0.04, -2.38, -0.80], [0.71, 0.90, 0.06], [-0.20, 0.57, 0.97], [0.10, 0.79, 0.39], [-0.28, -0.15, -0.35], [0.09, 0.16, 0.12], [-0.04, -1.95, -0.72], [0.01, 0.02, 0.04], [0.15, -0.15, 0.08], [-0.16, 0.12, -0.11], [-0.06, -0.23, -0.16], [-0.07, -0.19, -0.12], [0.11, 0.05, 0.14], [-0.27, -0.10, -0.07], [0.46, 0.07, -0.30], [-0.32, 0.64, 0.23], [-0.15, 1.43, 1.57], [-0.18, 0.76, 0.35], [0.14, -0.06, -0.17], [-0.10, -0.26, -0.06], [0.13, -0.04, -0.07], [0.18, 0.64, 0.21], [-0.30, -2.27, -1.11], [0.17, -0.10, -0.02], [0.09, 0.14, -0.02], [0.18, -0.18, -0.14], [0.13, -0.03, 0.11], [-0.11, -0.13, -0.12], [0.13, 0.13, -0.19], [-1.46, 4.83, 0.94], [-0.31, 0.39, -0.20], [0.08, -0.09, -0.07], [-0.02, -0.15, -0.07], [-0.12, -0.06, 0.04], [0.01, 0.16, 0.06], [-0.77, -0.43, 0.14]],
  "homo_lumo_gap_ha": 0.21436,
  "e_tot_ev": -67522.152,
  "homo_energy_ev": -10.282,
  "total_charge": 1,
  "largest_force_ev_per_a": 7.437
}

Record 2
{
  "formula": "C25H26MoN4O7",
  "method": "ωB97M-V with the def2-TZVPD basis set",
  "species": ["Mo", "C", "C", "C", "C", "C", "C", "C", "N", "C", "C", "C", "C", "C", "C", "C", "N", "C", "C", "C", "C", "H", "H", "H", "H", "H", "H", "H", "H", "H", "H", "H", "H", "H", "H", "H", "H", "H", "H", "H", "H", "H", "H", "H", "H", "O", "C", "O", "C", "C", "C", "C", "C", "C", "O", "N", "O", "O", "N", "O", "O", "H", "H"],
  "positions_angstrom": [[1.587, 1.201, -0.243], [-3.808, -2.921, -2.189], [-4.016, -1.399, -2.095], [-5.048, -1.077, -0.999], [-4.532, -0.879, -3.436], [-2.696, -0.760, -1.712], [-2.044, 0.180, -2.510], [-0.846, 0.723, -2.104], [-0.263, 0.377, -0.940], [-0.873, -0.541, -0.145], [-2.070, -1.110, -0.507], [-0.141, -0.852, 1.096], [-0.560, -1.756, 2.038], [0.197, -1.999, 3.196], [1.388, -1.281, 3.338], [1.771, -0.386, 2.373], [1.030, -0.162, 1.259], [-0.290, -2.999, 4.220], [-1.669, -2.539, 4.729], [0.668, -3.120, 5.405], [-0.419, -4.371, 3.532], [-4.751, -3.391, -2.469], [-3.496, -3.356, -1.238], [-3.067, -3.175, -2.948], [-6.003, -1.528, -1.267], [-5.201, -0.001, -0.899], [-4.760, -1.480, -0.026], [-5.481, -1.363, -3.664], [-3.847, -1.109, -4.254], [-4.714, 0.197, -3.414], [-2.459, 0.499, -3.454], [-0.326, 1.453, -2.713], [-2.539, -1.836, 0.140], [-1.485, -2.292, 1.891], [2.023, -1.414, 4.201], [2.688, 0.182, 2.456], [-1.611, -1.560, 5.207], [-2.025, -3.254, 5.471], [-2.413, -2.498, 3.933], [0.774, -2.176, 5.943], [1.656, -3.470, 5.098], [0.272, -3.851, 6.109], [-1.143, -4.360, 2.715], [-0.766, -5.100, 4.264], [0.541, -4.715, 3.143], [5.132, 2.779, 1.025], [4.214, 2.639, 0.292], [3.223, 1.729, 0.539], [4.028, 3.425, -0.977], [5.026, 4.337, -1.302], [4.907, 5.087, -2.453], [3.830, 4.981, -3.314], [2.840, 4.073, -3.004], [2.937, 3.303, -1.845], [1.956, 2.423, -1.516], [1.690, 3.937, -3.917], [1.036, 2.910, -3.830], [1.498, 4.839, -4.687], [5.983, 6.063, -2.785], [5.879, 6.621, -3.851], [6.936, 6.072, -2.044], [5.885, 4.458, -0.656], [3.768, 5.592, -4.204]],
  "forces_ev_per_a": [[0.10, 0.18, -0.29], [-0.02, 0.00, 0.02], [-0.01, 0.01, -0.02], [0.00, -0.03, 0.01], [0.01, 0.01, -0.02], [-0.03, 0.02, -0.07], [-0.03, -0.02, -0.01], [0.09, 0.04, 0.04], [-0.08, -0.11, 0.07], [-0.19, 0.00, -0.18], [0.11, 0.04, 0.04], [-0.01, -0.15, 0.25], [0.04, 0.07, -0.08], [0.04, -0.01, 0.05], [0.00, 0.01, -0.01], [0.01, 0.01, 0.00], [-0.07, -0.01, 0.02], [-0.01, -0.02, 0.02], [-0.01, -0.01, -0.01], [0.02, 0.01, 0.00], [-0.01, 0.00, 0.00], [0.01, 0.01, 0.00], [0.00, 0.00, -0.02], [0.00, 0.01, 0.01], [0.01, 0.00, 0.00], [0.01, -0.01, 0.00], [0.00, 0.01, -0.01], [0.00, -0.01, 0.01], [-0.01, 0.01, 0.01], [0.00, -0.02, -0.01], [0.01, 0.00, 0.02], [0.00, -0.01, 0.01], [0.01, -0.01, 0.02], [-0.01, 0.00, -0.02], [-0.01, 0.01, -0.01], [0.02, 0.01, 0.01], [0.00, -0.01, -0.01], [0.01, 0.01, -0.01], [0.01, 0.01, 0.01], [0.00, -0.02, -0.01], [-0.01, 0.01, 0.01], [-0.01, 0.00, -0.01], [0.02, 0.00, 0.00], [0.01, 0.01, 0.00], [-0.01, 0.01, 0.00], [0.03, -0.01, 0.01], [0.12, 0.14, 0.00], [-0.18, -0.14, -0.02], [-0.05, 0.01, -0.14], [0.00, 0.00, 0.04], [-0.20, 0.27, 0.17], [-0.02, 0.03, 0.01], [0.11, -0.03, 0.12], [0.20, 0.24, -0.10], [-0.12, -0.32, 0.36], [0.02, 0.04, -0.13], [-0.03, 0.09, -0.07], [-0.03, -0.11, 0.08], [0.52, -1.04, -0.64], [-0.19, 0.38, 0.21], [-0.17, 0.37, 0.23], [0.00, 0.00, 0.01], [0.00, 0.01, -0.01]],
  "homo_lumo_gap_ha": [0.22716, 0.25911],
  "e_tot_ev": -48474.798,
  "s_squared": 2.0479,
  "multiplicity": 3,
  "homo_energy_ev": [-16.043, -16.041],
  "total_charge": 2,
  "largest_force_ev_per_a": 1.323
}